An isolated molecule of C5H6O2 at a distorted geometry, computed with wB97M-V/def2-TZVPD.

Summary:
Highest occupied orbital energy ... -8.212 eV
SMILES ... C1=COCOC=C1
Orbital gap ... 9.151 eV
Energy ... -9373.393 eV
Strongest force on any atom ... 0.161 Eh/bohr

Geometry as XYZ:
```
13
Properties=species:S:1:pos:R:3:nbo_charge:R:1
C -0.36 1.47 0.20 -0.396
C -1.42 0.70 -0.32 0.181
O -1.47 -0.68 -0.17 -0.534
C -0.19 -1.20 0.59 0.195
O 0.82 -1.17 -0.37 -0.504
C 1.63 0.01 -0.17 0.102
C 1.08 1.13 0.15 -0.325
H -0.59 2.58 0.10 0.228
H -2.49 0.92 -0.39 0.204
H -0.26 -0.71 1.49 0.195
H -0.41 -2.32 0.54 0.197
H 2.79 -0.29 -0.47 0.218
H 1.69 2.08 0.32 0.239
```

***

A structure of composition C32H90AsF9N7O9 at a distorted geometry, computed with wB97M-V/def2-TZVPD.

Summary:
Highest occupied orbital energy ... -17.640 eV
Orbital gap ... 4.809 eV
Charge ... +5
Energy ... -148742.800 eV
Strongest force on any atom ... 0.114 Eh/bohr

Geometry as XYZ:
```
148
Properties=species:S:1:pos:R:3:lowdin_charge:R:1
C -7.90 -26.90 12.90 -0.023
C -6.91 -27.81 13.65 -0.291
C -5.59 -27.04 13.92 -0.153
O -4.53 -27.92 14.35 -0.162
C -4.00 -28.68 13.32 -0.104
N -7.48 -28.33 14.95 0.258
H -6.84 -28.96 15.43 0.184
H -7.65 -27.57 15.58 0.156
H -8.31 -28.88 14.80 0.178
H -7.45 -26.29 12.11 0.091
H -8.38 -26.25 13.63 0.056
H -8.67 -27.57 12.52 0.079
H -6.72 -28.69 13.03 0.153
H -5.87 -26.45 14.79 0.111
H -5.23 -26.33 13.17 0.143
H -4.43 -29.68 13.34 0.100
H -2.97 -28.86 13.63 0.114
H -3.85 -28.16 12.37 0.103
C -5.23 -27.78 5.86 -0.017
C -6.03 -27.96 7.20 -0.235
C -7.48 -28.53 6.94 -0.194
O -7.33 -29.63 6.02 -0.161
C -8.78 -30.02 5.63 -0.003
N -5.28 -29.06 7.94 0.214
H -5.01 -29.84 7.36 0.167
H -4.41 -28.84 8.39 0.168
H -5.89 -29.47 8.63 0.149
H -5.15 -28.70 5.28 0.093
H -4.22 -27.39 6.00 0.093
H -5.70 -27.06 5.19 0.091
H -5.97 -27.09 7.86 0.141
H -8.02 -27.72 6.45 0.115
H -8.00 -28.69 7.88 0.096
H -9.51 -29.26 5.37 0.058
H -9.23 -30.60 6.43 0.075
H -8.83 -30.75 4.82 0.098
C -13.47 -19.70 11.37 -0.020
C -12.40 -18.86 10.69 -0.344
C -11.88 -19.59 9.48 -0.132
O -11.01 -20.66 10.02 -0.198
C -10.85 -21.79 9.15 -0.097
N -12.88 -17.51 10.29 0.258
H -13.52 -17.05 10.92 0.182
H -12.10 -16.89 10.12 0.186
H -13.51 -17.55 9.51 0.182
H -13.90 -19.29 12.29 0.090
H -13.02 -20.67 11.57 0.077
H -14.34 -19.81 10.73 0.104
H -11.50 -18.69 11.27 0.159
H -11.05 -19.00 9.10 0.149
H -12.72 -19.81 8.82 0.154
H -10.22 -22.62 9.47 0.054
H -10.31 -21.54 8.24 0.100
H -11.71 -22.32 8.74 0.091
C -11.62 -25.34 13.37 -0.054
C -10.94 -24.27 14.17 -0.256
C -11.89 -23.03 14.31 -0.135
O -11.21 -21.97 15.03 -0.238
C -11.99 -20.72 15.17 -0.011
N -10.69 -24.80 15.62 0.239
H -10.01 -25.54 15.68 0.141
H -10.16 -24.06 16.06 0.140
H -11.37 -24.96 16.35 0.186
H -11.79 -25.03 12.34 0.098
H -12.56 -25.57 13.87 0.102
H -11.23 -26.35 13.35 0.078
H -9.94 -24.14 13.75 0.130
H -12.84 -23.22 14.82 0.148
H -12.04 -22.67 13.30 0.130
H -12.48 -20.37 14.26 0.077
H -11.33 -19.91 15.48 0.094
H -12.60 -20.96 16.04 0.104
C -13.67 -28.92 10.85 -0.037
C -12.43 -28.72 10.03 -0.303
C -11.93 -30.02 9.41 -0.135
O -10.55 -29.97 8.95 -0.187
C -9.57 -30.33 9.91 -0.095
N -12.76 -27.61 8.99 0.253
H -13.14 -26.83 9.51 0.153
H -11.92 -27.33 8.52 0.083
H -13.44 -27.83 8.28 0.161
H -14.12 -28.07 11.36 0.092
H -13.29 -29.61 11.61 0.099
H -14.44 -29.44 10.29 0.112
H -11.61 -28.33 10.63 0.128
H -12.44 -30.26 8.48 0.144
H -12.14 -30.88 10.05 0.141
H -8.59 -30.35 9.43 0.077
H -9.93 -31.29 10.28 0.102
H -9.39 -29.67 10.76 0.059
C -12.29 -28.61 4.98 -0.018
C -12.54 -27.18 4.36 -0.238
C -13.63 -26.43 5.00 -0.205
O -13.85 -25.18 4.29 -0.149
C -14.34 -24.16 5.19 -0.104
N -11.27 -26.36 4.62 0.216
H -10.95 -26.36 5.58 0.076
H -10.46 -26.52 4.04 0.160
H -11.45 -25.40 4.36 0.084
H -11.77 -28.59 5.94 0.046
H -11.66 -29.29 4.41 0.080
H -13.13 -29.26 5.22 0.086
H -12.62 -27.05 3.28 0.174
H -13.49 -26.37 6.08 0.114
H -14.53 -27.01 4.81 0.146
H -15.34 -24.50 5.44 0.090
H -14.29 -23.17 4.75 0.089
H -13.88 -24.04 6.17 0.062
C -6.35 -20.91 16.67 -0.031
C -7.33 -21.58 15.74 -0.216
C -7.55 -21.11 14.23 -0.124
O -8.36 -22.06 13.54 -0.218
C -8.42 -21.81 12.17 -0.100
N -6.82 -23.07 15.72 0.210
H -7.26 -23.71 15.08 0.121
H -5.83 -23.15 15.54 0.166
H -6.99 -23.62 16.56 0.155
H -6.15 -21.27 17.68 0.108
H -6.64 -19.90 16.97 0.112
H -5.39 -20.71 16.18 0.106
H -8.33 -21.67 16.17 0.138
H -6.64 -20.81 13.71 0.145
H -8.16 -20.21 14.36 0.143
H -8.17 -20.83 11.76 0.111
H -9.38 -22.10 11.75 0.075
H -7.67 -22.42 11.66 0.093
As -11.04 -22.54 3.52 0.950
F -9.42 -22.45 4.30 -0.286
F -11.37 -20.83 4.08 -0.301
F -12.70 -22.61 2.87 -0.255
F -10.78 -24.21 2.90 -0.290
F -11.58 -23.28 5.11 -0.321
F -10.38 -21.92 1.97 -0.258
C -9.59 -25.55 8.12 -0.320
O -8.34 -25.24 7.42 -0.099
O -10.44 -26.42 7.38 -0.255
C -9.21 -25.89 9.70 -0.499
F -10.29 -26.22 10.42 0.099
F -8.31 -26.91 9.83 0.091
F -8.62 -24.82 10.28 0.106
C -8.26 -24.39 6.40 -0.347
C -6.83 -23.96 6.02 -0.022
H -6.24 -24.87 6.03 0.049
H -6.90 -23.53 5.02 0.092
H -6.43 -23.29 6.78 0.077
H -8.86 -23.49 6.53 0.105
H -8.73 -24.72 5.47 0.104
H -10.24 -24.68 8.21 0.121
```

***

A structure of composition C15H50CuF3N22O13 at a distorted geometry, computed with wB97M-V/def2-TZVPD.

Summary:
Highest occupied orbital energy ... -8.926 eV
Orbital gap ... 8.750 eV
Energy ... -128566.407 eV
Strongest force on any atom ... 0.126 Eh/bohr

Geometry as XYZ:
```
104
Properties=species:S:1:pos:R:3:lowdin_charge:R:1
Cu 21.42 -12.22 16.86 0.526
C 23.87 -11.15 15.17 -0.419
O 22.59 -10.60 14.90 -0.118
O 23.68 -12.35 15.85 -0.213
C 24.67 -11.11 13.85 -0.506
F 25.82 -11.71 13.88 0.166
F 24.06 -11.61 12.72 0.097
F 25.11 -9.82 13.60 0.088
C 22.39 -9.22 15.25 -0.216
C 20.97 -8.85 14.79 -0.056
H 20.67 -7.85 15.09 0.079
H 20.87 -8.91 13.71 0.050
H 20.13 -9.42 15.19 0.065
H 23.02 -8.41 14.88 0.098
H 22.48 -9.18 16.33 0.094
H 24.35 -10.46 15.86 0.135
C 19.23 -10.07 18.41 -0.723
O 19.70 -10.87 17.64 0.039
N 19.75 -9.88 19.62 0.179
N 18.22 -9.26 18.13 0.175
H 20.64 -10.34 19.78 0.073
H 19.26 -9.30 20.29 0.109
H 17.93 -8.61 18.85 0.110
H 18.21 -9.06 17.14 0.118
C 24.54 -16.36 15.35 -0.853
O 24.41 -17.54 15.48 0.047
N 25.61 -15.79 14.98 0.188
N 23.55 -15.56 15.66 0.179
H 26.47 -16.32 15.00 0.129
H 25.70 -14.79 15.07 0.085
H 22.77 -15.96 16.16 0.114
H 23.60 -14.55 15.65 0.057
C 28.05 -10.03 18.32 -0.806
O 28.28 -9.00 18.94 0.033
N 28.38 -11.23 18.62 0.177
N 27.24 -10.11 17.31 0.164
H 28.39 -11.90 17.86 0.079
H 29.05 -11.34 19.37 0.130
H 26.92 -11.04 17.12 0.064
H 26.79 -9.27 16.97 0.053
C 23.66 -10.63 19.41 -0.767
O 22.57 -11.12 19.60 0.015
N 23.88 -9.59 18.64 0.182
N 24.82 -11.04 19.76 0.199
H 23.04 -9.13 18.33 0.102
H 24.80 -9.19 18.49 0.079
H 24.92 -11.83 20.39 0.129
H 25.63 -10.49 19.51 0.108
C 23.96 -6.72 12.46 -0.683
O 24.62 -6.17 13.34 0.010
N 24.34 -7.80 11.79 0.178
N 22.71 -6.40 12.10 0.170
H 25.18 -8.29 12.06 0.103
H 23.71 -8.35 11.24 0.076
H 22.33 -5.60 12.58 0.115
H 22.15 -6.87 11.40 0.104
C 20.48 -13.46 14.23 -0.698
O 19.89 -12.79 15.06 0.013
N 21.34 -12.88 13.33 0.191
N 20.40 -14.76 14.12 0.191
H 21.49 -11.89 13.47 0.084
H 21.82 -13.45 12.65 0.039
H 19.98 -15.34 14.84 0.123
H 20.91 -15.23 13.39 0.093
C 22.05 -10.50 10.09 -0.703
O 21.15 -10.01 10.79 0.003
N 22.83 -9.82 9.32 0.168
N 22.37 -11.82 10.05 0.184
H 23.47 -10.25 8.67 0.127
H 22.61 -8.83 9.37 0.118
H 23.13 -12.09 9.45 0.104
H 22.03 -12.45 10.77 0.072
C 23.41 -15.15 11.44 -0.781
O 22.26 -14.83 11.41 0.023
N 24.42 -14.29 11.57 0.193
N 23.72 -16.39 11.51 0.200
H 25.37 -14.62 11.56 0.109
H 24.33 -13.31 11.79 0.071
H 24.68 -16.69 11.43 0.124
H 22.98 -17.07 11.38 0.137
C 17.84 -10.59 12.36 -0.805
O 16.75 -11.06 12.65 0.023
N 18.74 -11.19 11.63 0.178
N 18.21 -9.42 12.73 0.168
H 19.57 -10.66 11.39 0.040
H 18.58 -12.12 11.27 0.122
H 19.18 -9.15 12.87 0.070
H 17.50 -8.86 13.18 0.118
C 26.84 -13.78 17.60 -0.836
O 27.93 -14.22 17.85 0.042
N 25.77 -14.03 18.32 0.195
N 26.58 -13.03 16.60 0.151
H 24.88 -13.76 17.93 0.095
H 25.79 -14.74 19.03 0.127
H 25.63 -12.72 16.45 0.064
H 27.34 -12.68 16.04 0.129
C 25.60 -7.30 16.49 -0.840
O 26.02 -7.75 17.50 0.042
N 24.52 -6.59 16.48 0.199
N 26.13 -7.48 15.35 0.209
H 23.99 -6.58 17.34 0.126
H 24.16 -6.28 15.59 0.090
H 27.10 -7.79 15.34 0.137
H 25.71 -7.02 14.56 0.061
```

***

A structure of composition C18H11BrCl5F3N3O6SSeV, computed with wB97M-V/def2-TZVPD.

Summary:
Highest occupied orbital energy (alpha / beta) ... -11.887 / -11.930 eV
Orbital gap (alpha / beta) ... 6.545 / 7.372 eV
Expectation value of S² ... 0.7774
Spin multiplicity ... 2
Charge ... +1
Energy ... -278272.193 eV
Strongest force on any atom ... 0.018 Eh/bohr

Geometry as XYZ:
```
50
Properties=species:S:1:pos:R:3:lowdin_spin:R:1
V 0.03 0.58 -0.58 1.073
Cl 6.96 1.85 -3.22 -0.003
C 5.36 1.61 -2.65 -0.008
C 4.89 0.31 -2.44 0.001
Cl 5.90 -1.04 -2.75 0.001
C 3.60 0.11 -1.98 -0.006
Cl 2.98 -1.46 -1.71 -0.002
C 2.78 1.21 -1.73 0.000
O 1.52 1.03 -1.30 -0.028
C 3.24 2.50 -1.95 -0.006
Cl 2.18 3.81 -1.64 -0.002
C 4.54 2.71 -2.41 0.001
Cl 5.11 4.30 -2.67 0.001
C -2.90 3.48 1.28 0.001
N -2.31 2.60 2.30 -0.002
C -2.98 2.16 3.41 -0.003
C -2.13 1.37 4.10 -0.003
N -0.95 1.33 3.40 -0.003
C 0.26 0.62 3.82 0.000
C -1.07 2.09 2.30 0.001
Se 0.30 2.43 1.05 -0.032
H -3.55 2.90 0.62 0.000
H -2.10 3.93 0.70 0.001
H -3.47 4.25 1.78 0.000
H -4.00 2.45 3.62 0.000
H -2.25 0.84 5.03 0.000
H 0.10 0.25 4.83 0.000
H 1.10 1.30 3.81 0.000
H 0.45 -0.22 3.15 0.000
Br -0.39 -4.91 -3.57 0.000
C -0.36 -4.70 -1.70 0.000
C -0.60 -5.79 -0.87 0.000
N -0.59 -5.70 0.45 0.000
C -0.34 -4.51 1.00 0.000
C -0.11 -3.37 0.24 -0.001
C -0.11 -3.46 -1.14 0.000
C 0.15 -2.10 0.96 0.001
O 0.41 -2.00 2.12 0.002
O 0.04 -0.99 0.18 -0.013
H -0.80 -6.76 -1.30 0.000
H -0.34 -4.46 2.08 0.000
H 0.08 -2.61 -1.77 0.000
F -3.33 -1.40 -1.55 0.000
C -2.78 -0.49 -2.34 0.001
F -1.59 -0.95 -2.75 0.003
F -3.55 -0.25 -3.37 0.000
S -2.48 1.08 -1.37 0.002
O -3.64 1.88 -1.51 0.000
O -1.19 1.58 -1.92 0.018
O -2.10 0.59 -0.02 0.005
```

***

Going through the records in order, we get ΔE to the lowest compared entry with this formula, charge and spin values of 357.3 1011.4 0.0 100.1 kJ/mol.
Going through the records in order, we get molecular weight values of 98.1 963.0 867.2 841.4 g mol⁻¹.